Entry 1:
Computed, not measured: a molecular structure, C35H31N4O4P2STl in a non-equilibrium geometry, with wB97M-V/def2-TZVPD.

Atoms and positions in Å:
Tl (0.42, 0.51, -2.13)
O (-0.59, 1.18, 0.27)
P (0.36, 2.04, 1.06)
C (2.03, 1.29, 1.20)
P (2.01, -0.52, 1.00)
O (1.54, -0.95, -0.38)
C (3.68, -1.06, 1.32)
C (4.56, -0.37, 2.16)
C (5.85, -0.83, 2.33)
C (6.27, -1.98, 1.68)
C (5.40, -2.69, 0.86)
C (4.10, -2.23, 0.68)
C (1.01, -1.19, 2.32)
C (1.15, -0.73, 3.63)
C (0.43, -1.32, 4.66)
C (-0.42, -2.39, 4.38)
C (-0.57, -2.84, 3.08)
C (0.15, -2.25, 2.05)
C (0.65, 3.60, 0.22)
C (-0.44, 4.15, -0.47)
C (-0.29, 5.35, -1.16)
C (0.94, 6.00, -1.18)
C (2.02, 5.46, -0.49)
C (1.88, 4.27, 0.22)
C (-0.19, 2.40, 2.72)
C (-1.33, 1.78, 3.20)
C (-1.80, 2.08, 4.47)
C (-1.13, 3.01, 5.25)
C (0.02, 3.63, 4.77)
C (0.49, 3.33, 3.50)
H (2.48, 1.56, 2.16)
H (2.64, 1.67, 0.38)
H (4.24, 0.53, 2.68)
H (6.54, -0.28, 2.97)
H (7.29, -2.34, 1.82)
H (5.73, -3.59, 0.35)
H (3.41, -2.76, 0.03)
H (1.82, 0.09, 3.86)
H (0.54, -0.96, 5.67)
H (-0.95, -2.88, 5.19)
H (-1.24, -3.67, 2.88)
H (0.06, -2.60, 1.02)
H (-1.39, 3.63, -0.45)
H (-1.14, 5.78, -1.68)
H (1.05, 6.92, -1.73)
H (2.98, 5.97, -0.50)
H (2.73, 3.87, 0.76)
H (-1.85, 1.06, 2.57)
H (-2.70, 1.60, 4.85)
H (-1.50, 3.26, 6.24)
H (0.54, 4.36, 5.39)
H (1.38, 3.83, 3.12)
N (-5.24, -0.15, -6.81)
C (-4.13, -0.65, -6.33)
C (-4.06, -2.05, -6.01)
C (-2.94, -2.55, -5.44)
C (-1.84, -1.68, -5.19)
C (-1.88, -0.30, -5.53)
C (-3.00, 0.21, -6.10)
S (-0.53, -2.29, -4.22)
O (0.60, -1.44, -4.37)
O (-0.43, -3.69, -4.41)
N (-1.23, -1.80, -2.76)
C (-1.79, -2.63, -1.85)
N (-2.33, -1.98, -0.77)
C (-2.86, -2.69, 0.19)
C (-2.89, -4.11, 0.15)
C (-2.35, -4.72, -1.02)
N (-1.85, -4.00, -1.98)
H (-6.05, -0.74, -6.99)
H (-5.31, 0.83, -7.06)
H (-4.90, -2.70, -6.23)
H (-2.85, -3.61, -5.19)
H (-1.01, 0.33, -5.35)
H (-3.05, 1.25, -6.39)
H (-3.27, -2.14, 1.03)
H (-3.32, -4.70, 0.95)
H (-2.35, -5.80, -1.16)

Values from the calculation:
LUMO level (alpha / beta), eV: -8.27 / -8.99
Frontier orbital gap (alpha / beta), Ha: 0.18319 / 0.15689
Energy relative to the best compared isomer or geometry (same formula, charge and spin), kJ/mol: 0.0
Charge: +2
Highest occupied orbital energy (alpha / beta), hartree: -0.4872 / -0.4872

Entry 2:
Computed, not measured: a molecular structure, C35H32BN5O2PbS5Te in a non-equilibrium geometry, with wB97M-V/def2-TZVPD.

Atoms and positions in Å:
Pb (0.33, -1.97, 0.36)
C (3.20, -4.92, -3.28)
S (1.46, -4.98, -3.76)
C (0.56, -4.45, -2.30)
S (1.28, -4.49, -0.74)
N (-0.66, -4.17, -2.64)
N (-1.49, -3.57, -1.79)
C (-2.72, -3.90, -1.89)
C (-3.79, -3.31, -1.09)
C (-5.10, -3.77, -1.26)
C (-6.12, -3.25, -0.49)
C (-5.81, -2.29, 0.47)
C (-4.48, -1.91, 0.58)
N (-3.50, -2.38, -0.17)
H (3.68, -5.86, -3.55)
H (3.24, -4.77, -2.20)
H (3.70, -4.10, -3.79)
H (-3.01, -4.71, -2.57)
H (-5.31, -4.53, -2.01)
H (-7.14, -3.60, -0.61)
H (-6.56, -1.86, 1.10)
H (-4.19, -1.18, 1.33)
S (2.58, -1.82, 4.88)
C (1.91, -1.96, 3.35)
S (2.15, -0.69, 2.16)
S (0.97, -3.29, 2.86)
C (-2.71, 3.02, -3.95)
C (-2.15, 1.98, -3.02)
C (-2.37, 2.03, -1.65)
C (-1.81, 1.06, -0.83)
N (-1.08, 0.06, -1.29)
C (-0.87, -0.01, -2.61)
C (-1.38, 0.93, -3.50)
H (-3.62, 3.46, -3.54)
H (-2.94, 2.59, -4.92)
H (-1.99, 3.82, -4.10)
H (-2.96, 2.83, -1.21)
H (-1.96, 1.08, 0.24)
H (-0.28, -0.85, -2.95)
H (-1.16, 0.84, -4.56)
C (3.19, 1.99, 0.32)
C (1.77, 2.29, 0.35)
N (0.65, 2.55, 0.39)
H (3.68, 2.57, -0.46)
H (3.33, 0.92, 0.14)
H (3.61, 2.22, 1.30)
O (3.64, -1.87, -1.02)
B (2.28, -1.52, -1.18)
O (2.15, -1.00, -2.51)
C (3.38, -1.07, -3.10)
C (3.76, -0.70, -4.37)
C (5.10, -0.89, -4.71)
C (6.00, -1.45, -3.81)
C (5.61, -1.82, -2.52)
C (4.28, -1.61, -2.19)
H (3.05, -0.28, -5.06)
H (5.44, -0.61, -5.70)
H (7.03, -1.60, -4.12)
H (6.29, -2.25, -1.80)
Te (-0.26, 0.68, 3.11)
C (1.06, 2.25, 3.70)
C (0.73, 3.59, 3.51)
C (1.65, 4.59, 3.78)
C (2.92, 4.27, 4.25)
C (3.24, 2.94, 4.48)
C (2.31, 1.94, 4.23)
C (-1.95, 1.89, 3.80)
C (-2.40, 1.81, 5.11)
C (-3.48, 2.57, 5.56)
C (-4.12, 3.43, 4.68)
C (-3.69, 3.52, 3.36)
C (-2.62, 2.75, 2.93)
H (-0.25, 3.85, 3.14)
H (1.38, 5.63, 3.62)
H (3.65, 5.06, 4.42)
H (4.22, 2.68, 4.88)
H (2.57, 0.90, 4.43)
H (-1.88, 1.14, 5.80)
H (-3.81, 2.49, 6.58)
H (-4.95, 4.04, 5.03)
H (-4.19, 4.20, 2.68)
H (-2.28, 2.83, 1.90)

Values from the calculation:
LUMO level, eV: 3.92
Frontier orbital gap, Ha: 0.18668
Energy relative to the best compared isomer or geometry (same formula, charge and spin), kJ/mol: 30.6
Charge: -2
Highest occupied orbital energy, hartree: -0.0427

Entry 3:
Computed, not measured: a molecular structure, C35H32Br2F3N5NaO5 in a non-equilibrium geometry, with wB97M-V/def2-TZVPD.

Atoms and positions in Å:
Na (-0.10, -1.10, -0.26)
C (4.98, -3.72, 4.95)
C (3.94, -3.08, 4.12)
C (4.01, -1.71, 4.00)
C (3.12, -1.07, 3.14)
C (3.44, 0.25, 2.81)
N (3.00, 0.78, 1.69)
C (3.73, 1.88, 1.07)
C (3.19, 3.26, 1.49)
C (2.16, 3.67, 0.47)
N (0.83, 3.00, 0.68)
C (-0.27, 3.71, 0.71)
C (-1.56, 3.05, 0.60)
C (-2.70, 3.78, 0.31)
C (-4.00, 3.26, 0.45)
C (-5.24, 4.06, 0.16)
C (-4.08, 1.96, 0.87)
C (-3.02, 1.02, 0.62)
C (-3.37, -0.38, 0.53)
N (-2.61, -1.35, 0.23)
C (-3.16, -2.70, 0.38)
C (-2.16, -3.83, -0.12)
C (-1.20, -4.33, 0.94)
N (-0.01, -3.48, 1.15)
C (0.93, -3.93, 1.96)
C (1.97, -3.16, 2.58)
C (3.00, -3.81, 3.36)
C (1.95, -1.74, 2.47)
O (1.06, -1.06, 1.92)
C (-1.64, 1.58, 0.60)
O (-0.64, 0.84, 0.41)
H (5.29, -3.16, 5.86)
H (5.94, -3.86, 4.36)
H (4.68, -4.73, 5.22)
H (4.77, -1.11, 4.48)
H (4.16, 0.73, 3.42)
H (2.16, 0.44, 1.19)
H (3.72, 1.70, 0.01)
H (4.77, 1.70, 1.44)
H (3.96, 4.08, 1.63)
H (2.69, 3.20, 2.46)
H (2.54, 3.37, -0.53)
H (1.95, 4.76, 0.52)
H (0.65, 1.97, 0.58)
H (-0.22, 4.83, 0.71)
H (-2.61, 4.85, 0.14)
H (-5.01, 5.11, 0.48)
H (-6.12, 3.72, 0.73)
H (-5.39, 4.07, -0.97)
H (-5.07, 1.61, 1.25)
H (-4.41, -0.50, 0.87)
H (-4.10, -2.72, -0.21)
H (-3.41, -2.78, 1.43)
H (-1.62, -3.49, -1.04)
H (-2.77, -4.68, -0.58)
H (-0.93, -5.42, 0.75)
H (-1.72, -4.33, 1.91)
H (0.93, -4.96, 2.16)
H (3.10, -4.88, 3.36)
Br (-2.21, -3.63, -4.91)
C (-2.40, -1.82, -4.69)
C (-3.21, -1.11, -5.52)
C (-3.28, 0.28, -5.40)
Br (-4.24, 1.23, -6.70)
C (-2.49, 0.98, -4.42)
C (-2.64, 2.40, -4.15)
C (-1.78, 2.97, -3.28)
C (-0.85, 2.16, -2.61)
N (-0.83, 0.82, -2.63)
C (-1.64, 0.23, -3.51)
C (-1.50, -1.28, -3.58)
O (-0.80, -1.94, -2.85)
H (-3.80, -1.70, -6.29)
H (-3.50, 2.86, -4.67)
H (-1.81, 3.95, -2.82)
H (-0.02, 2.62, -1.99)
F (3.45, -1.83, -3.51)
C (3.79, -0.77, -2.66)
F (4.16, 0.22, -3.51)
F (4.89, -1.10, -1.99)
C (2.65, -0.33, -1.68)
O (2.27, -1.25, -0.92)
O (2.28, 0.86, -1.67)

Values from the calculation:
LUMO level, eV: 1.34
Frontier orbital gap, Ha: 0.17098
Energy relative to the best compared isomer or geometry (same formula, charge and spin), kJ/mol: 0.0
Charge: -1
Highest occupied orbital energy, hartree: -0.1216

no.,DFT total energy (eV)
1,-85041.7221
2,-115755.7516
3,-207157.5116